Record 1
13
Properties=species:S:1:pos:R:3:forces:R:3 method="wB97M-V/def2-TZVPD" spin_multiplicity=1 e_homo_ev=-9.728 homo_lumo_gap_ev=10.415
O 1.6609 1.1427 -1.1725 -0.04 0.27 0.07
C 1.6966 -0.0553 -0.4234 0.00 -0.32 0.05
C 0.3243 -0.3358 0.0907 -0.12 0.16 -0.32
C -0.6001 0.5509 0.8191 0.05 0.51 0.13
C -1.7298 -0.4837 0.7682 -0.19 0.04 0.02
C -0.8018 -0.9148 -0.3695 0.17 -0.23 -0.18
O -0.6295 1.7650 0.8402 0.14 -0.27 0.57
H 1.1261 1.7740 -0.6647 0.14 0.02 -0.12
H 2.4118 0.0105 0.4118 -0.17 0.01 -0.13
H 2.0372 -0.8577 -1.0848 -0.05 0.13 0.04
H -2.7285 -0.0842 0.5834 0.14 -0.09 -0.22
H -1.7437 -1.2321 1.5652 -0.02 0.27 -0.07
H -1.0236 -1.2796 -1.3637 -0.03 -0.51 0.17

***

Record 2
13
Properties=species:S:1:pos:R:3:forces:R:3 method="wB97M-V/def2-TZVPD" spin_multiplicity=1 smiles="O=C1OC[C@@H]2C[C@H]12" e_homo_ev=-10.142 homo_lumo_gap_ev=11.064
O 2.1434 -0.4689 -0.0001 0.20 0.03 -0.10
C 1.0091 -0.1218 -0.0721 -1.34 -0.68 -0.10
O 0.5850 1.1203 0.2861 1.68 -0.31 0.47
C -0.7426 1.3746 -0.0485 -0.83 1.61 -0.01
C -1.3533 0.0160 -0.3621 -2.16 0.22 -0.32
C -1.1796 -1.0920 0.6159 -0.22 -0.60 2.56
C -0.2348 -0.9588 -0.4916 2.24 1.87 0.39
H -1.1214 2.1075 0.7796 0.04 -1.85 -1.35
H -0.7164 1.9646 -0.9866 -0.28 -0.14 0.36
H -2.2767 -0.0245 -0.9955 1.17 0.13 0.53
H -0.8319 -0.9327 1.6696 -0.18 0.26 -1.13
H -1.8424 -1.9517 0.6187 -0.17 0.25 -0.44
H -0.0314 -1.6825 -1.2244 -0.17 -0.80 -0.87

***

Record 3
13
Properties=species:S:1:pos:R:3:forces:R:3 method="wB97M-V/def2-TZVPD" spin_multiplicity=1 smiles="C=C1CCC(=O)O1" e_homo_ev=-9.488 homo_lumo_gap_ev=10.203
C 2.4461 -0.5231 0.0015 -1.44 -2.81 0.27
C 1.1226 -0.2256 -0.0529 -0.14 1.47 1.05
C 0.6067 1.2082 0.1947 1.70 -1.42 0.68
C -0.8214 1.1890 -0.2289 -0.05 1.18 2.78
C -1.1941 -0.1947 0.0228 -1.96 -2.98 -0.98
O -2.2796 -0.7238 0.1774 2.24 1.15 0.01
O -0.0511 -0.9798 -0.1538 1.05 -0.92 0.28
H 2.7120 -1.6691 -0.0200 -0.17 2.57 -0.07
H 3.2035 0.2468 0.3022 -0.99 -0.87 -0.65
H 0.8073 1.3912 1.2620 -0.24 0.48 -0.49
H 1.2568 1.7009 -0.4711 0.53 1.78 -0.26
H -1.4722 1.8495 0.3614 0.17 -0.02 -0.58
H -0.8212 1.3856 -1.2466 -0.69 0.39 -2.03

***

Record 4
13
Properties=species:S:1:pos:R:3:forces:R:3 method="wB97M-V/def2-TZVPD" spin_multiplicity=1 smiles="O=CCC#CCO" e_homo_ev=-9.928 homo_lumo_gap_ev=10.681
O 0.5034 -2.9925 -1.3671 0.04 0.52 -0.06
C 0.5004 -1.7950 -1.4845 0.00 -0.28 -0.02
C 1.4714 -0.8658 -0.7644 0.04 -0.06 0.05
C 0.6934 0.1911 -0.1119 -0.33 0.29 0.23
C -0.0773 0.9730 0.3882 0.28 -0.39 -0.22
C -1.0982 1.7610 1.0967 0.26 0.25 -0.20
O -2.1044 0.9241 1.6348 0.08 -0.12 0.15
H -0.2381 -1.2666 -2.1207 0.03 -0.13 0.01
H 2.0475 -1.4621 -0.0497 -0.05 0.16 -0.08
H 2.1652 -0.4409 -1.5048 -0.15 -0.06 0.13
H -0.6097 2.3699 1.8720 -0.11 -0.13 -0.06
H -1.5944 2.4540 0.4086 0.08 -0.14 0.09
H -1.6593 0.1497 2.0028 -0.18 0.10 0.00

***

Record 5
13
Properties=species:S:1:pos:R:3:forces:R:3 method="wB97M-V/def2-TZVPD" spin_multiplicity=1 smiles="C#C[C@H](C=O)CO" e_homo_ev=-9.865 homo_lumo_gap_ev=10.724
C 2.5847 -0.7571 0.0086 -0.49 0.12 -0.09
C 1.4507 -0.4712 -0.2773 0.44 -0.20 0.12
C 0.0861 -0.0857 -0.6336 -0.02 0.12 0.07
C -0.2310 1.3558 -0.1822 1.10 0.63 0.09
O 0.0541 1.7447 0.9339 0.47 0.26 -0.93
C -1.0607 -0.7929 0.1428 -0.07 -0.11 0.13
O -1.9123 0.2622 0.5864 -0.60 -0.47 0.86
H 3.5919 -0.9930 0.2764 -0.21 0.02 -0.07
H -0.0572 -0.1935 -1.7160 0.01 0.12 0.21
H -0.7592 1.9933 -0.9083 0.12 0.06 0.02
H -0.6952 -1.3667 0.9981 0.10 -0.03 -0.18
H -1.6584 -1.4462 -0.4989 0.19 0.17 0.08
H -1.3937 0.7502 1.2702 -1.05 -0.69 -0.31

***

Record 6
13
Properties=species:S:1:pos:R:3:forces:R:3 method="wB97M-V/def2-TZVPD" spin_multiplicity=1 e_homo_ev=-8.528 homo_lumo_gap_ev=8.946
O 0.4422 0.4236 -2.3925 -0.12 -0.15 0.77
C 0.1925 0.2958 -1.2172 0.01 -0.20 0.03
C 0.2210 -1.0088 -0.4292 0.38 -0.14 0.09
C -1.3913 0.8170 0.6533 0.04 1.08 0.84
C 0.2533 -0.7642 1.0997 0.27 -0.26 -0.43
O -0.9678 -0.1034 1.4743 -0.38 -0.01 -0.84
C -0.2988 1.3777 -0.2803 -0.47 0.12 -0.14
H 1.0565 -1.6403 -0.7077 0.20 -0.05 -0.23
H -0.7006 -1.5357 -0.7484 0.31 0.10 0.48
H 0.2665 -1.7013 1.6553 0.04 0.07 -0.08
H 1.0856 -0.1323 1.4442 -0.03 -0.31 -0.33
H -0.7676 2.2131 -0.7894 0.25 0.04 -0.31
H 0.6086 1.7588 0.2379 -0.49 -0.30 0.16

***

Record 7
13
Properties=species:S:1:pos:R:3:forces:R:3 method="wB97M-V/def2-TZVPD" spin_multiplicity=1 smiles="C[C@@]1(C=O)CC1=O" e_homo_ev=-8.395 homo_lumo_gap_ev=7.925
C -1.2696 -0.8813 0.4000 0.05 -0.25 0.18
C -0.0691 -0.0024 0.2372 -0.58 0.33 -0.92
C 0.1295 1.1979 0.9694 1.18 0.67 0.91
O -0.2329 1.5365 2.0814 -0.40 -0.09 -1.01
C 1.1463 -0.4697 -0.5401 1.61 1.10 0.21
C 0.7382 0.7124 -1.2616 -2.38 -2.52 -1.16
O 0.4267 1.1649 -2.2997 0.59 0.83 0.82
H -1.7793 -1.0567 -0.5534 0.05 0.05 0.08
H -1.9755 -0.4203 1.0939 0.06 0.00 -0.11
H -0.9940 -1.8602 0.8095 -0.05 0.06 -0.02
H 0.7706 1.9169 0.3288 0.15 -0.10 0.80
H 0.9701 -1.3367 -1.1777 -0.10 0.25 -0.03
H 2.1390 -0.5012 -0.0877 -0.17 -0.31 0.25

***

Record 8
13
Properties=species:S:1:pos:R:3:forces:R:3 method="wB97M-V/def2-TZVPD" spin_multiplicity=1 e_homo_ev=-8.708 homo_lumo_gap_ev=9.718
C 0.6268 0.6666 1.1765 0.01 -0.96 0.10
O 0.7959 -0.7873 1.1195 0.52 -0.06 -0.41
C 0.2178 -1.1939 -0.0695 0.16 -0.28 -0.40
C -1.0997 -0.6313 -0.5836 -0.23 -0.42 -0.11
O -1.4733 0.5649 0.0791 -0.16 -0.11 -0.04
C -0.1171 1.0398 -0.0994 0.18 -0.02 0.10
C 0.2218 -0.1107 -1.0820 0.08 -0.04 -0.34
H 1.5973 1.1936 1.2390 -0.44 -0.38 0.51
H -0.0232 0.5053 2.0323 -0.05 2.43 0.53
H 0.4638 -2.2240 -0.2865 -0.08 0.04 -0.34
H -1.8805 -1.2093 -1.0637 0.09 -0.02 0.05
H -0.0866 2.0682 -0.4820 0.13 -0.29 0.40
H 0.7534 -0.0842 -2.0217 -0.20 0.12 -0.06

***

Record 9
13
Properties=species:S:1:pos:R:3:forces:R:3 method="wB97M-V/def2-TZVPD" spin_multiplicity=1 e_homo_ev="-8.939 / -8.940" homo_lumo_gap_ev="8.227 / 8.230"
O -0.0359 -2.5044 -0.9104 0.27 0.50 0.10
C -0.5811 -1.8337 0.1999 -0.17 1.14 0.10
C -0.2610 -0.2510 0.2303 -0.60 3.88 -2.28
C 0.9230 0.6220 0.0461 4.81 2.01 -4.45
C 0.3868 1.9770 0.4520 -0.04 0.03 0.13
C -0.6407 1.2082 -0.3159 -2.79 -4.71 4.43
O 1.7732 0.8516 -0.9514 -1.55 -3.28 3.69
H 0.9100 -2.3092 -0.9243 -0.02 -0.10 -0.20
H -0.2375 -2.3308 1.1379 0.03 0.90 -0.35
H -1.6636 -2.0208 0.1590 0.31 0.48 -0.05
H 0.9505 2.7526 -0.0564 -0.35 -0.01 -0.28
H 0.1377 2.3100 1.4533 -0.19 -0.70 0.27
H -1.6615 1.5287 -0.5202 0.30 -0.14 -1.13

***

Record 10
13
Properties=species:S:1:pos:R:3:forces:R:3 method="wB97M-V/def2-TZVPD" spin_multiplicity=1 e_homo_ev="-7.230 / -6.993" homo_lumo_gap_ev="8.163 / 7.858"
C 0.5764 -0.3101 1.3857 0.13 -0.16 -0.18
O -0.0907 0.9599 1.3428 0.04 0.16 -0.31
C -0.9242 0.9724 0.2699 0.11 0.08 -0.11
C -0.0411 0.5217 -1.5428 0.16 0.43 -0.43
O 1.2429 0.3699 -0.9511 0.10 -0.38 0.13
C 0.6569 -0.6313 -0.1127 -0.03 -0.62 0.68
C -0.7796 -0.2562 -0.5518 0.08 -0.19 -0.04
H -0.0788 -1.0922 1.8057 0.10 0.24 0.10
H 1.4375 -0.1858 2.0521 0.07 -0.06 -0.61
H -1.3425 1.9490 0.0832 -0.50 -0.34 -0.22
H -0.0784 0.3168 -2.6262 -0.24 0.90 0.42
H 0.9792 -1.6058 -0.4899 -0.10 -0.12 0.64
H -1.5576 -1.0082 -0.6651 0.07 0.07 -0.08

***

Record 11
13
Properties=species:S:1:pos:R:3:forces:R:3 method="wB97M-V/def2-TZVPD" spin_multiplicity=1 smiles="C#CC(=O)[C@@H](C)O" e_homo_ev=-10.616 homo_lumo_gap_ev=10.553
C 2.9257 0.2552 0.2922 -0.50 -0.05 -0.08
C 1.8416 -0.0492 -0.1327 0.57 0.32 0.28
C 0.5429 -0.5148 -0.5793 -0.12 -0.33 -0.26
O 0.4226 -1.0763 -1.6488 -0.16 0.15 0.54
C -0.6333 -0.3293 0.3898 0.03 0.14 0.02
C -1.3731 0.9710 0.0742 0.05 0.08 -0.05
O -1.5451 -1.3920 0.2689 -0.05 -0.26 -0.06
H 3.8716 0.5349 0.6943 -0.01 -0.02 -0.08
H -0.2511 -0.2899 1.4251 0.06 -0.02 -0.33
H -2.2464 1.0503 0.7313 0.23 -0.01 -0.11
H -1.7198 0.9595 -0.9645 0.07 -0.04 0.17
H -0.7274 1.8409 0.2238 -0.08 -0.06 0.03
H -1.1458 -2.0933 -0.2610 -0.09 0.09 -0.06

***

Record 12
13
Properties=species:S:1:pos:R:3:forces:R:3 method="wB97M-V/def2-TZVPD" spin_multiplicity=1 smiles="C[C@@H]1C=CC(=O)O1" e_homo_ev=-10.399 homo_lumo_gap_ev=10.763
C -1.5233 -0.2970 -0.4006 -0.07 0.10 0.01
C -0.5329 0.1423 0.6915 -0.01 0.04 0.06
C 0.4854 1.1719 0.2571 0.05 -0.06 -0.17
C 1.4813 0.5313 -0.3504 0.01 0.07 0.32
C 1.3420 -0.9170 0.0062 0.24 -0.27 -0.08
O 2.0199 -1.8558 -0.3033 -0.18 0.40 0.14
O 0.2921 -1.0198 0.8859 0.03 -0.32 -0.27
H -2.0856 -1.1522 -0.0124 0.03 0.18 -0.07
H -2.2288 0.4683 -0.7327 0.14 0.07 0.17
H -0.9495 -0.6429 -1.2693 -0.12 0.14 0.14
H -1.0684 0.4153 1.6059 0.32 -0.27 0.03
H 0.4490 2.2184 0.5315 -0.37 0.09 -0.63
H 2.3187 0.9372 -0.9093 -0.07 -0.17 0.35

***

Record 13
14
Properties=species:S:1:pos:R:3:forces:R:3 method="wB97M-V/def2-TZVPD" spin_multiplicity=1 smiles="COC1=COC(=S)C1" e_homo_ev=-8.515 homo_lumo_gap_ev=9.030
C -2.3424 0.1341 -0.0065 1.38 -1.61 0.72
O -1.2279 -0.8168 -0.0560 -0.82 0.85 0.43
C -0.0733 -0.1867 -0.0501 0.88 0.81 0.27
C 0.2323 1.1238 -0.0670 0.78 -0.52 0.52
O 1.6672 1.2139 0.0201 -0.38 0.58 -0.20
C 2.2498 -0.0102 0.0000 -0.17 1.51 -0.05
S 3.8470 -0.1631 -0.0428 0.41 -0.25 0.02
C 1.1757 -1.0130 0.0293 -0.77 -0.06 0.85
H -2.2444 0.8542 0.8226 -0.03 -0.45 -0.23
H -2.3315 0.6033 -0.9511 -0.47 0.83 -1.03
H -3.0987 -0.5988 0.1159 -1.50 0.24 0.12
H -0.3139 2.0857 0.0153 0.60 -1.07 -0.26
H 1.2151 -1.6564 -0.8184 0.28 -0.89 -0.46
H 1.2448 -1.5698 0.9886 -0.18 0.03 -0.70

***

Record 14
14
Properties=species:S:1:pos:R:3:forces:R:3 method="wB97M-V/def2-TZVPD" spin_multiplicity=1 smiles=Cc1oc(O)cc1O e_homo_ev=-7.505 homo_lumo_gap_ev=7.641
C -0.1180 -0.9672 -1.7117 -0.53 0.37 -2.50
C 0.1471 -0.1925 -0.4070 -0.09 -4.50 -5.34
O 0.4277 -1.0253 0.6861 -1.32 2.42 -0.94
C 0.2687 -0.1333 1.7110 0.99 -2.91 -0.49
O 0.2811 -0.7961 2.8547 -1.21 -4.06 2.35
C 0.2203 1.1113 1.2364 -1.04 0.32 2.20
C -0.0867 1.0746 -0.1506 3.84 -7.88 5.81
O -0.3348 2.1343 -0.6413 -0.92 9.84 -10.61
H -0.7352 -1.8602 -1.4954 0.32 0.38 0.06
H -0.9000 -0.2759 -2.3710 2.28 -1.70 1.35
H 0.7788 -1.4450 -2.4793 -2.18 1.87 2.37
H -0.0770 -1.9446 2.8245 1.68 5.70 -0.66
H 0.1150 2.0298 1.7083 -0.12 1.17 1.39
H 0.0129 2.2901 -1.7647 -1.70 -1.02 5.01

***

Record 15
14
Properties=species:S:1:pos:R:3:forces:R:3 method="wB97M-V/def2-TZVPD" spin_multiplicity=1 e_homo_ev="-7.406 / -7.687" homo_lumo_gap_ev="7.700 / 7.736"
C -0.3374 1.9770 -0.2622 -0.49 0.80 -1.00
C 0.1266 1.5547 0.7747 -0.57 0.93 -2.06
C 0.1557 -1.1648 0.3617 3.71 1.05 2.95
C -0.9435 -1.2391 -1.7508 -0.45 1.19 0.33
C 0.5021 0.7767 1.8313 -1.59 -1.64 0.98
O 1.2286 -1.7132 0.2868 -1.69 -0.13 -0.89
O 1.7468 0.8007 2.3378 -1.84 -0.58 2.42
O -0.8011 -0.8271 -0.3698 -2.50 -0.47 -0.54
H -0.7979 2.3346 -1.1991 0.68 -0.30 1.27
H -2.0095 -1.1613 -2.0556 0.87 -0.16 0.45
H -0.5058 -2.1857 -1.8592 0.29 -1.43 -0.39
H -0.3342 -0.4973 -2.2085 0.27 0.43 -1.24
H -0.3271 0.5089 2.4998 0.85 0.10 0.13
H 2.2967 0.8359 1.6129 2.45 0.23 -2.42

***

Record 16
14
Properties=species:S:1:pos:R:3:forces:R:3 method="wB97M-V/def2-TZVPD" spin_multiplicity=1 smiles="O=C1OC=CCCO1" e_homo_ev=-9.728 homo_lumo_gap_ev=10.289
O 3.2043 -0.0680 -0.2194 -0.52 0.42 1.30
C 2.0345 0.0020 0.0617 1.44 0.97 -2.51
O 1.4190 1.1671 0.2912 0.28 0.10 1.19
C 0.1009 1.5396 0.0283 2.13 2.74 0.10
C -1.0233 0.8999 -0.1495 -3.82 1.79 -0.36
C -1.3122 -0.5561 -0.1202 0.30 -0.81 -3.18
C 0.0245 -1.2870 0.4218 -3.12 -1.02 -3.98
O 1.2569 -0.9967 -0.2181 -1.30 -1.29 0.25
H 0.2900 2.6622 -0.0184 -1.38 -1.54 -0.14
H -1.9332 1.6515 -0.4276 2.29 -1.89 0.79
H -1.5370 -0.8028 -1.2613 0.85 0.13 1.98
H -2.3107 -0.9606 0.2974 1.90 0.99 0.27
H -0.1123 -2.2845 -0.1024 -0.06 0.33 2.50
H -0.1012 -0.9666 1.4164 1.00 -0.93 1.80